C6H6O2 in the gas phase at a distorted geometry, computed with ωB97M-V with the def2-TZVPD basis set.

Cartesian coordinates (Å):
C -0.504 -0.841 1.174
C 0.755 -0.824 0.769
C 1.444 0.154 -0.159
O 1.744 0.221 -1.592
C 0.404 0.428 -1.143
C -0.767 1.160 -0.337
O -2.289 0.976 0.003
C -1.380 -0.170 0.131
H -1.107 -1.642 1.635
H 1.507 -1.232 1.426
H 1.910 1.045 0.322
H -0.028 -0.604 -1.471
H -0.427 1.926 0.290
H -1.262 -0.598 -1.048

Cartesian forces, eV/Å:
-3.689 -0.565 -2.696
4.230 -0.543 1.879
-1.948 1.538 0.434
0.449 0.900 0.276
-1.156 -2.119 -1.848
-1.582 -2.302 0.006
1.951 -0.673 -0.935
1.356 3.062 -3.434
1.418 0.452 1.090
-0.136 -1.214 0.282
-0.284 -0.874 -0.139
0.929 1.955 0.030
0.505 0.687 1.110
-2.042 -0.305 3.945

For the max |F|, the calculation gives 4.8 eV/A. As for the structure (SMILES): C1=C[C@H]2O[C@@H]2[C@H]2O[C@H]12. The calculation puts the LUMO energy at 0.2893 eV. As for the HOMO energy: -9.31 eV.